Record 1
{
  "formula": "C6H3N",
  "method": "ωB97M-V with the def2-TZVPD basis set",
  "gap_ha": [0.2757, 0.2756],
  "charge": 0,
  "energy_ha": -284.888637,
  "e_lumo_ev": [-1.43, -1.43],
  "multiplicity": 1,
  "homo_ev": [-8.93, -8.93],
  "de_lowest_kcal_mol": 81.0,
  "species": ["C", "C", "C", "C", "C", "C", "N", "H", "H", "H"],
  "coordinates": [[0.794, -0.093, 0.039], [0.122, 0.625, -0.977], [-0.018, -0.590, 0.966], [-2.584, 1.619, 1.120], [-1.567, 1.023, 0.582], [-1.305, -0.513, 1.206], [-0.940, 1.267, -0.603], [1.805, -0.151, 0.151], [0.663, 1.147, -1.766], [-2.185, -0.976, 1.506]],
  "mulliken_charge": [-0.466, -0.141, -0.040, -0.283, 0.479, -0.347, -0.456, 0.457, 0.345, 0.452]
}


Record 2
{
  "formula": "C5H14NO2",
  "method": "ωB97M-V with the def2-TZVPD basis set",
  "gap_ha": 0.3791,
  "charge": 1,
  "energy_ha": -403.841953,
  "e_lumo_ev": -3.20,
  "multiplicity": 1,
  "homo_ev": -13.51,
  "de_lowest_kcal_mol": 62.4,
  "species": ["C", "O", "C", "C", "C", "C", "N", "H", "H", "H", "H", "H", "H", "H", "H", "H", "H", "H", "H", "H", "H", "O"],
  "coordinates": [[0.977, -2.337, 0.850], [1.115, -2.010, -0.575], [1.527, -1.103, 1.563], [0.398, -0.096, 1.896], [-0.001, 0.578, 0.590], [-0.753, 1.677, 0.441], [-0.937, 2.150, -0.925], [-0.115, -2.390, 0.977], [1.701, -3.187, 1.004], [1.614, -2.619, -1.133], [2.044, -1.194, 2.544], [2.345, -0.650, 0.989], [-0.474, -0.646, 2.236], [0.661, 0.677, 2.664], [0.515, 0.211, -0.324], [-1.218, 2.140, 1.303], [-1.037, 3.171, -1.005], [-1.854, 1.945, -1.342], [-0.306, 1.794, -1.647], [-1.660, 0.637, -3.997], [-2.447, 0.207, -2.881], [-2.093, 1.045, -3.230]],
  "mulliken_charge": [-0.260, -0.537, -0.766, -0.841, -0.179, -0.148, -0.261, 0.226, 0.321, 0.294, 0.374, 0.397, 0.349, 0.429, 0.117, 0.389, 0.376, 0.331, 0.382, 0.330, 0.350, -0.673]
}


Record 3
{
  "formula": "CaN6O18",
  "method": "ωB97M-V with the def2-TZVPD basis set",
  "gap_ha": 0.2477,
  "charge": -4,
  "energy_ha": -2359.674490,
  "e_lumo_ev": 9.93,
  "multiplicity": 1,
  "homo_ev": 3.19,
  "species": ["Ca", "N", "O", "O", "O", "N", "O", "O", "O", "N", "O", "O", "O", "N", "O", "O", "O", "N", "O", "O", "O", "N", "O", "O", "O"],
  "coordinates": [[-0.229, 0.164, 0.028], [0.363, 1.888, 2.768], [0.259, 0.846, 2.223], [0.560, 2.063, 3.920], [0.280, 2.920, 2.147], [-1.820, -1.226, -2.070], [-1.597, -1.790, -3.118], [-1.955, -0.047, -1.988], [-1.785, -1.833, -0.986], [-3.240, 0.298, 1.588], [-4.247, -0.126, 1.065], [-2.352, 0.625, 0.875], [-3.146, 0.337, 2.801], [2.257, -0.926, -2.095], [3.025, -0.539, -1.305], [1.169, -0.456, -1.805], [2.576, -1.735, -2.945], [1.170, 2.789, -0.985], [1.431, 3.748, -1.666], [0.036, 2.353, -0.945], [1.985, 2.160, -0.395], [1.377, -2.864, 0.719], [1.582, -3.616, 1.637], [1.399, -3.253, -0.392], [0.903, -1.778, 0.926]],
  "mulliken_charge": [2.172, 1.157, -0.744, -0.810, -0.712, 1.164, -0.757, -0.564, -0.631, 0.884, -0.720, -0.583, -0.723, 0.890, -0.634, -0.490, -0.795, 1.281, -0.857, -0.720, -0.613, 0.931, -0.800, -0.650, -0.678]
}


Record 4
{
  "formula": "C42H38N4O4PdS2Sb2",
  "method": "ωB97M-V with the def2-TZVPD basis set",
  "gap_ha": [0.2493, 0.2068],
  "charge": 2,
  "energy_ha": -3547.276459,
  "e_lumo_ev": [-6.28, -8.27],
  "multiplicity": 5,
  "homo_ev": [-13.06, -13.90],
  "de_lowest_kcal_mol": 12.3,
  "species": ["Pd", "C", "S", "C", "S", "N", "N", "C", "C", "C", "C", "C", "C", "N", "H", "H", "H", "H", "H", "H", "H", "H", "C", "C", "C", "Sb", "C", "C", "C", "C", "C", "C", "C", "C", "C", "C", "C", "C", "Sb", "C", "C", "C", "C", "C", "C", "C", "C", "C", "C", "C", "C", "H", "H", "H", "H", "H", "H", "H", "H", "H", "H", "H", "H", "H", "H", "H", "H", "H", "H", "H", "H", "H", "H", "H", "H", "H", "H", "O", "C", "O", "C", "C", "C", "C", "C", "C", "N", "O", "O", "H", "H", "H", "H"],
  "coordinates": [[0.359, -1.069, 0.546], [-0.772, -3.421, 5.258], [-0.392, -4.517, 3.895], [-0.219, -3.427, 2.589], [-0.611, -1.800, 2.661], [0.234, -4.080, 1.475], [0.568, -3.285, 0.483], [0.900, -3.911, -0.619], [1.552, -3.172, -1.675], [2.170, -3.855, -2.712], [2.956, -3.128, -3.599], [3.080, -1.769, -3.405], [2.382, -1.160, -2.354], [1.626, -1.839, -1.516], [-0.741, -4.054, 6.143], [-1.764, -2.986, 5.146], [-0.014, -2.642, 5.330], [0.777, -4.989, -0.690], [2.061, -4.930, -2.801], [3.475, -3.625, -4.409], [3.706, -1.168, -4.052], [2.440, -0.092, -2.187], [-2.640, 2.525, -1.070], [-3.274, 1.426, -1.911], [-3.562, 0.102, -1.198], [-1.825, -1.150, -0.935], [-1.542, -1.418, -3.016], [-0.545, -0.703, -3.678], [-0.396, -0.816, -5.055], [-1.246, -1.643, -5.778], [-2.256, -2.342, -5.129], [-2.411, -2.229, -3.750], [-2.855, -2.914, -0.395], [-3.841, -2.842, 0.589], [-4.560, -3.979, 0.939], [-4.293, -5.191, 0.313], [-3.303, -5.271, -0.659], [-2.582, -4.135, -1.012], [-0.585, 2.189, -0.352], [0.075, 4.136, 0.089], [0.044, 4.660, 1.382], [0.439, 5.978, 1.583], [0.862, 6.759, 0.514], [0.883, 6.235, -0.774], [0.496, 4.921, -0.990], [-0.928, 1.487, 1.618], [0.113, 1.530, 2.551], [-0.144, 1.305, 3.897], [-1.439, 1.042, 4.323], [-2.477, 0.981, 3.399], [-2.224, 1.201, 2.052], [-3.181, 2.733, -0.144], [-2.521, 3.451, -1.634], [-2.681, 1.243, -2.807], [-4.229, 1.827, -2.265], [-4.177, -0.545, -1.824], [-4.082, 0.245, -0.252], [0.108, -0.039, -3.125], [0.378, -0.254, -5.566], [-1.132, -1.730, -6.853], [-2.931, -2.973, -5.695], [-3.215, -2.767, -3.260], [-4.054, -1.904, 1.092], [-5.336, -3.917, 1.693], [-4.861, -6.075, 0.580], [-3.101, -6.216, -1.151], [-1.822, -4.206, -1.784], [-0.297, 4.079, 2.226], [0.410, 6.395, 2.583], [1.176, 7.782, 0.684], [1.199, 6.848, -1.609], [0.526, 4.518, -1.997], [1.119, 1.786, 2.247], [0.669, 1.356, 4.612], [-1.644, 0.900, 5.378], [-3.488, 0.779, 3.729], [-3.051, 1.172, 1.354], [1.552, 0.980, -0.143], [2.452, 0.595, 0.701], [2.393, -0.536, 1.246], [3.558, 1.525, 1.040], [3.577, 2.807, 0.497], [4.572, 3.698, 0.862], [5.526, 3.276, 1.765], [5.544, 2.004, 2.304], [4.544, 1.121, 1.934], [6.576, 4.243, 2.191], [7.367, 3.867, 3.028], [6.526, 5.358, 1.717], [2.809, 3.107, -0.202], [4.621, 4.701, 0.462], [6.325, 1.728, 2.997], [4.517, 0.117, 2.338]],
  "mulliken_charge": [0.943, -0.774, 0.079, 0.169, -0.067, -1.158, 1.172, -1.022, 0.929, -0.990, -0.585, -1.131, -0.478, 0.602, 0.392, 0.285, 0.276, 0.347, 0.523, 0.491, 0.482, 0.676, -1.247, -0.604, -1.174, 0.249, 0.951, -0.292, -0.599, -0.712, -0.728, -0.932, 0.948, -0.640, -0.715, -0.641, -0.919, -0.255, 1.888, 0.673, -0.283, -0.793, -0.587, -0.668, -0.754, 1.282, -0.326, -0.911, -0.871, -0.675, -0.928, 0.579, 0.678, 0.123, 0.548, 0.662, 0.919, 0.196, 0.474, 0.423, 0.456, 0.465, 0.300, 0.454, 0.428, 0.439, 0.630, 0.431, 0.447, 0.440, 0.448, 0.414, 0.324, 0.515, 0.441, 0.466, 0.034, -0.253, 0.353, -1.120, 0.423, -0.163, -0.760, -0.007, -0.723, -0.385, 1.024, -0.591, -0.593, 0.576, 0.524, 0.528, 0.541]
}


Record 5
{
  "formula": "C4H8O",
  "method": "ωB97M-V with the def2-TZVPD basis set",
  "gap_ha": 0.3889,
  "charge": 0,
  "smiles": "CCCC=O",
  "energy_ha": -232.386686,
  "e_lumo_ev": 0.77,
  "multiplicity": 1,
  "homo_ev": -9.81,
  "de_lowest_kcal_mol": 37.0,
  "species": ["C", "C", "C", "C", "O", "H", "H", "H", "H", "H", "H", "H", "H"],
  "coordinates": [[-1.847, -0.776, -0.222], [-1.262, 0.597, 0.252], [0.183, 0.866, -0.236], [1.098, -0.239, 0.353], [2.273, -0.385, -0.190], [-1.898, -0.845, -1.322], [-2.867, -0.875, 0.172], [-1.172, -1.563, 0.225], [-1.871, 1.385, -0.017], [-1.031, 0.558, 1.351], [0.586, 1.765, 0.251], [0.397, 0.959, -1.332], [0.635, -0.992, 1.311]],
  "mulliken_charge": [-0.899, -0.649, -0.246, 0.023, -0.518, 0.278, 0.300, 0.264, 0.388, 0.272, 0.256, 0.320, 0.211]
}


Record 6
{
  "formula": "H35O18",
  "method": "ωB97M-V with the def2-TZVPD basis set",
  "gap_ha": 0.3732,
  "charge": -1,
  "energy_ha": -1375.289588,
  "e_lumo_ev": 2.16,
  "multiplicity": 1,
  "homo_ev": -8.00,
  "de_lowest_kcal_mol": 54.4,
  "species": ["O", "H", "H", "O", "H", "O", "H", "H", "O", "H", "H", "O", "H", "H", "O", "H", "H", "O", "H", "H", "O", "H", "H", "O", "H", "H", "O", "H", "H", "O", "H", "H", "O", "H", "H", "O", "H", "H", "O", "H", "H", "O", "H", "H", "O", "H", "H", "O", "H", "H", "O", "H", "H"],
  "coordinates": [[1.781, 1.919, 3.947], [1.375, 1.107, 3.428], [1.570, 2.510, 3.193], [-2.041, -0.280, -2.086], [-1.683, 0.538, -1.547], [-0.053, 3.935, -2.629], [-0.558, 3.257, -2.998], [0.843, 3.661, -2.916], [-2.207, 3.337, -0.557], [-1.736, 2.985, 0.035], [-1.733, 3.565, -1.375], [1.083, -1.150, -2.950], [2.032, -1.203, -3.000], [0.693, -1.333, -2.066], [2.702, 1.136, -0.204], [2.023, 1.684, -0.299], [2.416, 0.771, 0.805], [-1.108, 0.815, 0.700], [-0.165, 0.779, 0.305], [-1.053, 0.219, 1.427], [2.072, -0.408, 1.776], [2.944, -0.554, 1.866], [1.223, -0.834, 0.412], [-3.894, -3.400, 0.115], [-4.107, -2.986, 0.884], [-3.032, -3.575, 0.234], [0.749, 1.167, -4.141], [0.723, 0.347, -3.614], [-0.088, 1.079, -4.626], [-0.392, 3.711, 2.636], [-0.239, 3.585, 3.561], [-0.951, 3.030, 2.265], [4.395, 2.607, -1.588], [3.692, 3.255, -1.508], [4.092, 1.720, -1.273], [0.562, -1.374, -0.233], [-1.649, -0.780, -1.349], [0.348, -2.250, 0.082], [1.520, -3.152, 1.851], [1.697, -2.104, 1.851], [0.562, -3.448, 2.051], [-2.534, -1.679, 2.939], [-3.041, -1.040, 3.520], [-1.567, -1.368, 3.053], [-0.218, -0.565, 3.164], [0.632, -0.791, 2.822], [-0.093, 0.217, 3.761], [-2.549, -2.136, -4.359], [-1.609, -2.314, -4.192], [-2.504, -1.185, -4.404], [-0.465, -4.385, 0.082], [-0.927, -4.612, 0.972], [0.466, -4.029, 0.178]],
  "mulliken_charge": [-0.652, 0.205, 0.348, -0.541, 0.342, -0.663, 0.348, 0.316, -0.575, 0.274, 0.279, -0.657, 0.246, 0.440, -0.676, 0.245, 0.313, -0.562, 0.253, 0.325, -0.913, 0.100, 0.380, -0.576, 0.286, 0.274, -0.651, 0.432, 0.303, -0.658, 0.323, 0.322, -0.635, 0.258, 0.374, -0.526, 0.270, 0.139, -0.771, 0.302, 0.295, -0.628, 0.267, 0.398, -0.645, 0.427, 0.260, -0.634, 0.321, 0.284, -0.611, 0.313, 0.309]
}


Record 7
{
  "formula": "C3H7ClN2O",
  "method": "ωB97M-V with the def2-TZVPD basis set",
  "gap_ha": 0.3764,
  "charge": 0,
  "smiles": "C=C(CCl)NON",
  "energy_ha": -763.267531,
  "e_lumo_ev": 0.92,
  "multiplicity": 1,
  "homo_ev": -9.33,
  "de_lowest_kcal_mol": 106.5,
  "species": ["C", "C", "C", "Cl", "N", "O", "N", "H", "H", "H", "H", "H", "H", "H"],
  "coordinates": [[1.176, -0.235, 1.111], [-0.031, -0.030, 0.732], [-1.045, 0.827, 1.423], [-2.506, -0.141, 1.784], [-0.647, -0.875, -0.554], [0.351, -1.163, -1.547], [0.630, 0.029, -2.308], [1.908, -0.936, 0.515], [1.589, 0.226, 1.924], [-1.477, 1.703, 0.994], [-0.622, 0.881, 2.330], [-1.395, -0.343, -1.013], [1.583, 0.255, -2.190], [0.486, -0.198, -3.201]],
  "mulliken_charge": [-0.822, 0.505, -0.529, -0.193, -0.226, -0.256, -0.410, 0.221, 0.348, 0.318, 0.288, 0.296, 0.226, 0.235]
}